Record 1
C3H6N2O | ωB97M-V with the def2-TZVPD basis set

Atoms and positions in Å:
O: -1.07437 1.09383 1.83534
C: -0.45905 0.50453 0.97136
N: -0.98004 0.66354 -0.55706
C: -0.41677 -0.53499 -0.76730
C: 1.03933 -0.47721 -0.38114
N: 0.97929 0.41498 0.76934
H: -1.99626 0.66309 -0.56838
H: -0.83072 -1.30869 -1.41553
H: -0.64157 -0.84310 0.88227
H: 1.42757 -1.46740 -0.12394
H: 1.63351 -0.06013 -1.20297
H: 1.31908 1.35157 0.55800

## Properties
2S+1   1
Charge   0
HOMO   -0.327 hartree
Energy relative to the best compared isomer or geometry (same formula, charge and spin)   105.5 kcal per mole

Record 2
C3H6N2O | ωB97M-V with the def2-TZVPD basis set

Atoms and positions in Å:
C: -0.43963 0.42555 -0.38579
C: 0.55303 0.36031 -1.47316
C: 0.46272 -0.64064 1.55682
N: -1.78121 0.95659 -0.73130
N: -0.47656 0.14710 0.82412
O: -2.50441 0.55927 0.18457
H: 1.59729 0.77769 -1.26021
H: 0.59281 -0.74257 -1.62615
H: 0.16845 0.87548 -2.36594
H: 0.17727 -0.65669 2.72584
H: 0.24114 -1.66577 1.30230
H: 1.40911 -0.39633 1.24893

## Properties
2S+1   1
Charge   0
SMILES   C/N=C(\C)N=O
HOMO   -0.336 hartree
Energy relative to the best compared isomer or geometry (same formula, charge and spin)   121.4 kcal per mole

Record 3
C3H6N2O | ωB97M-V with the def2-TZVPD basis set

Atoms and positions in Å:
C: -0.54783 0.01235 1.69894
C: -0.31625 -0.10097 -2.20899
N: -0.60798 0.97525 -1.70050
N: -0.16609 -1.22276 -2.68481
C: 0.92179 0.09043 1.40383
O: 1.40224 0.66397 0.44969
H: -1.13857 0.27452 0.81776
H: -0.77573 0.71899 2.50735
H: -0.81881 -0.98633 2.05568
H: 0.03833 1.27761 -0.96976
H: 0.41735 -1.30370 -3.50847
H: 1.59156 -0.39936 2.13928

## Properties
2S+1   1
Charge   0
SMILES   N=C=N.CC=O
HOMO   -0.371 hartree
Energy relative to the best compared isomer or geometry (same formula, charge and spin)   38.9 kcal per mole

Record 4
C3H6N2O | ωB97M-V with the def2-TZVPD basis set

Atoms and positions in Å:
C: 0.74581 -1.01973 -0.11453
C: -1.62270 0.26963 -0.33867
C: -0.03917 1.06947 -0.31899
O: 1.94724 -1.58621 -0.03531
N: -1.85858 -0.79417 0.19095
N: 0.22920 1.81715 0.67404
H: 2.35381 -1.43408 0.82899
H: -0.20130 1.45319 1.52937
H: 0.14514 -0.88431 0.77427
H: 0.27094 -1.23764 -1.05822
H: -2.32280 0.94550 -0.84651
H: 0.35242 1.40119 -1.28538

## Properties
2S+1   1
Charge   0
HOMO (alpha / beta)   -0.313 / -0.287 hartree
Energy relative to the best compared isomer or geometry (same formula, charge and spin)   147.6 kcal per mole

Record 5
C3H6N2O | ωB97M-V with the def2-TZVPD basis set

Atoms and positions in Å:
C: -1.34738 -0.66681 0.68595
C: 0.49151 0.03230 0.21077
N: -1.26834 0.42211 -0.35145
N: 1.02506 -1.09289 -0.30754
C: 1.11738 1.16578 0.54406
O: -1.81630 -1.71157 0.31813
H: -1.66545 0.27597 -1.29288
H: -1.42248 1.36132 0.00123
H: 0.56898 -1.97463 -0.12781
H: 1.53631 -1.02192 -1.17443
H: 2.17681 1.11626 0.75798
H: 0.60391 2.09408 0.73600

## Properties
2S+1   1
Charge   0
HOMO (alpha / beta)   -0.269 / -0.269 hartree
Energy relative to the best compared isomer or geometry (same formula, charge and spin)   117.9 kcal per mole

Record 6
C3H6N2O | ωB97M-V with the def2-TZVPD basis set

Atoms and positions in Å:
C: 0.74636 -1.16624 -0.68948
C: -0.17548 -0.16095 -0.66983
N: 0.39564 1.07196 -0.48249
C: 1.68540 0.80158 -0.42431
N: 1.96063 -0.49797 -0.58183
H: 0.73728 -2.22980 -0.79965
H: -1.22349 -0.41719 -0.70331
H: 2.44647 1.55633 -0.31901
H: 2.82166 -0.90112 -0.25563
H: -2.39966 0.84636 1.67397
H: -3.82300 0.75764 1.34879
O: -3.17181 0.33941 1.90278

## Properties
2S+1   1
Charge   0
SMILES   c1c[nH]cn1.O
HOMO   -0.333 hartree
Energy relative to the best compared isomer or geometry (same formula, charge and spin)   23.8 kcal per mole

Record 7
C3H6N2O | ωB97M-V with the def2-TZVPD basis set

Atoms and positions in Å:
C: 2.05965 -0.00274 0.01988
C: -1.99413 0.53468 -0.30798
C: -0.15574 -0.82041 0.21681
N: -0.89381 0.56860 0.31762
N: 1.32634 -1.01712 0.07048
O: 1.81771 1.28516 -0.02796
H: 3.15342 -0.37115 -0.15262
H: -2.75034 1.43420 -0.12345
H: -2.45983 -0.25417 -0.80088
H: -0.27050 -1.43885 1.05825
H: -0.75045 -1.28727 -0.50951
H: 0.91768 1.36906 0.23934

## Properties
2S+1   1
Charge   0
SMILES   C=NC/N=C\O
HOMO   -0.365 hartree
Energy relative to the best compared isomer or geometry (same formula, charge and spin)   72.3 kcal per mole

Record 8
C3H6N2O | ωB97M-V with the def2-TZVPD basis set

Atoms and positions in Å:
C: -2.13858 -0.28349 -0.53426
N: -0.77432 -0.46768 -0.08339
C: 0.20318 0.38368 -0.08262
N: 1.25668 -0.27637 0.43377
C: 2.51336 0.23172 0.67433
O: 3.43112 -0.38441 1.16032
H: -2.83795 -0.42284 0.29877
H: -2.29537 0.71844 -0.95408
H: -2.38733 -1.02346 -1.30400
H: 0.17317 1.42066 -0.42944
H: 0.24039 -1.19627 0.44751
H: 2.61565 1.30001 0.37310

## Properties
2S+1   1
Charge   0
HOMO   -0.338 hartree
Energy relative to the best compared isomer or geometry (same formula, charge and spin)   68.1 kcal per mole

Record 9
C3H6N2O | ωB97M-V with the def2-TZVPD basis set

Atoms and positions in Å:
C: -0.98828 -0.11774 0.25885
C: -0.25424 1.14559 -0.21901
C: 1.74459 -0.29398 -0.02597
H: -0.92679 -0.01014 1.45052
H: -2.13503 0.16939 -0.05850
H: -0.65614 2.09291 0.25826
H: -0.56149 1.33570 -1.37546
H: 2.72676 -0.66200 0.42157
H: -0.54012 -2.18782 -0.13982
N: 0.90051 -1.25499 -0.09585
N: -0.53127 -1.18947 -0.37882
O: 1.22150 0.97254 -0.09577

## Properties
2S+1   1
Charge   0
SMILES   C1=NNCCO1
HOMO   -0.321 hartree
Energy relative to the best compared isomer or geometry (same formula, charge and spin)   107.4 kcal per mole

Record 10
C3H6N2O | ωB97M-V with the def2-TZVPD basis set

Atoms and positions in Å:
C: 0.01851 -0.61014 0.02641
C: 1.11462 0.36522 0.16485
C: 0.02688 1.39092 -0.04964
N: -1.01409 0.19359 0.00418
N: -0.24095 -1.93507 -0.05278
O: -2.24625 0.23636 -0.04313
H: 1.57703 0.57352 1.13459
H: 1.79156 0.36845 -0.62906
H: -0.05807 2.30419 0.56887
H: -0.21133 1.86974 -1.01753
H: 0.49225 -2.59372 0.18914
H: -1.25015 -2.16307 -0.29591

## Properties
2S+1   1
Charge   0
HOMO   -0.273 hartree
Energy relative to the best compared isomer or geometry (same formula, charge and spin)   100.1 kcal per mole

Number 1: calculated total energy -8232.1227 eV. Number 2: calculated total energy -8231.4341 eV. Number 3: calculated total energy -8235.0107 eV. Number 4: calculated total energy -8230.3001 eV. Number 5: calculated total energy -8231.5865 eV. Number 6: calculated total energy -8235.6660 eV. Number 7: calculated total energy -8233.5643 eV. Number 8: calculated total energy -8233.7454 eV. Number 9: calculated total energy -8232.0415 eV. Number 10: calculated total energy -8232.3567 eV.